ORCA calculation (ωB97M-V with the def2-TZVPD basis set) on a molecular structure, C2H2AuFLiO2 at a distorted geometry.

Output
* LUMO (spin up / spin down): -20.27 / -19.76 eV
* total energy: -12768.2163 eV
* charge: +3
* HOMO (spin up / spin down): -26.8 / -27.2 eV
* expectation value of S²: 2.026
* spin multiplicity: 3

The geometry in XYZ format:
```
9
Properties=species:S:1:pos:R:3:mulliken_charge:R:1
C 0.2578 -0.6333 -0.2825 1.102
C 0.9841 -1.5699 -1.0501 0.143
O 0.6804 0.4955 -0.1064 -0.156
F 0.4259 1.0638 1.9436 -0.480
H -1.8931 -0.1292 -1.1093 0.416
H 2.0848 -1.5386 -1.0035 0.397
Li -0.0368 2.3658 0.3161 0.966
Au -1.1698 0.1352 1.6165 1.151
O -1.3333 -0.1893 -0.3245 -0.541
```

ORCA calculation (ωB97M-V with the def2-TZVPD basis set) on a single C18H22O8 molecule.

Output
* energy relative to the best compared isomer or geometry (same formula, charge and spin): 5.0 kcal per mole
* LUMO: 0.14 eV
* total energy: -35402.7302 eV
* HOMO: -8.6 eV
* structure (SMILES): CCCc1cc(=O)oc2cc(O[C@@H]3O[C@H](CO)[C@@H](O)[C@H](O)[C@H]3O)ccc12

The geometry in XYZ format:
```
48
Properties=species:S:1:pos:R:3:mulliken_charge:R:1
C -5.5654 -0.8645 2.0860 -1.274
C -4.9444 -1.8200 1.0758 -0.260
H -3.9146 -2.0338 1.3672 0.369
H -5.4986 -2.7609 1.0810 0.366
C -4.9701 -1.2487 -0.3510 -1.259
C -4.0855 -0.0464 -0.4744 0.687
C -4.6054 1.2019 -0.4637 -0.292
C -3.7925 2.3986 -0.5225 0.052
O -4.2106 3.5292 -0.5081 -0.635
O -2.4342 2.2127 -0.5907 -0.528
C -1.8813 0.9840 -0.6186 -0.717
C -0.4893 0.9386 -0.6971 0.041
C 0.1480 -0.2865 -0.7386 0.590
C -0.6056 -1.4680 -0.6898 -1.358
C -1.9730 -1.4152 -0.6056 -0.494
C -2.6522 -0.1894 -0.5659 1.031
H -2.5307 -2.3368 -0.5755 0.366
H -0.0886 -2.4136 -0.7236 0.468
O 1.4985 -0.4625 -0.8142 -0.264
C 2.3642 0.6355 -1.0592 -0.279
O 3.5067 0.1584 -1.6811 -0.488
C 4.4892 -0.5195 -0.8964 0.074
C 4.8401 0.2420 0.3968 -0.323
O 6.2246 0.3811 0.5989 -0.598
H 6.6175 0.8226 -0.1648 0.400
C 4.1621 1.6163 0.3860 -0.135
O 4.4079 2.3174 1.5797 -0.577
H 5.2825 2.0558 1.8979 0.418
C 2.6507 1.4330 0.2328 0.337
O 1.9974 2.6691 0.1454 -0.548
H 2.3451 3.2314 0.8502 0.382
H 2.2825 0.8641 1.1027 0.130
H 4.5342 2.2013 -0.4743 0.223
H 4.4820 -0.3246 1.2651 0.454
C 4.1334 -1.9935 -0.6018 -0.743
O 3.2485 -2.1656 0.4668 -0.616
H 2.4019 -1.7649 0.2151 0.352
H 3.7386 -2.4394 -1.5239 0.297
H 5.0527 -2.5107 -0.3173 0.469
H 5.3611 -0.5219 -1.5621 0.456
H 1.9063 1.3115 -1.7939 0.464
H 0.0471 1.8728 -0.7014 0.646
H -5.6687 1.3726 -0.4008 0.432
H -5.9948 -0.9659 -0.5969 0.458
H -4.6525 -2.0180 -1.0567 0.415
H -5.0204 0.0761 2.1138 0.319
H -6.6006 -0.6534 1.8275 0.305
H -5.5439 -1.3022 3.0811 0.385
```

ORCA calculation (ωB97M-V with the def2-TZVPD basis set) on a molecular structure, C5H14NO2 at a distorted geometry.

Output
* energy relative to the best compared isomer or geometry (same formula, charge and spin): 198.3 kcal per mole
* LUMO: -8.76 eV
* total energy: -10983.2042 eV
* charge: +1
* HOMO: -12.8 eV

The geometry in XYZ format:
```
22
Properties=species:S:1:pos:R:3:mulliken_charge:R:1
C -2.0260 1.1852 -0.1139 -0.692
C -2.3437 -0.2823 0.3190 -0.599
C -1.2523 -1.2342 -0.1078 -0.108
C 0.0075 -1.0135 0.3753 0.070
N 1.0989 -1.6468 -0.0934 0.043
C 2.3331 -1.3966 0.6454 -0.721
H -2.5923 1.9910 0.3858 0.364
H -0.9602 1.4367 -0.2334 0.156
H -2.1553 1.2953 -1.1894 0.321
H -2.3430 -0.2883 1.4345 0.292
H -3.2983 -0.7770 0.1059 0.398
H -1.3493 -1.4833 -1.1281 0.342
H 0.2140 -0.1930 1.0045 0.413
H 0.9091 -2.2716 -0.8295 0.231
H 3.2351 -1.2180 0.0402 0.307
H 2.1245 -0.6446 1.3231 0.278
H 1.1189 2.0391 -2.1783 0.286
H 1.9273 2.0942 0.7833 0.212
O 1.3592 1.4124 0.5321 -0.680
H 2.4864 -2.2754 1.1592 0.429
H 0.9641 1.7344 -0.6421 0.300
O 0.5424 1.5362 -1.5926 -0.643
```